Formula: C42H108N6O18
Source: the OMol25 dataset
Level of theory: ωB97M-V with the def2-TZVPD basis set

Atoms and positions in Å:
C  -9.3642  -5.6859  -3.5694
O  -8.5534  -6.6623  -4.1961
C  -7.1988  -6.6425  -3.7872
C  -6.4345  -7.6364  -4.5884
N  -6.1948  -7.1882  -5.9571
C  -5.4797  -8.1933  -6.7291
C  -5.3419  -7.6906  -8.1591
O  -6.5909  -7.9501  -8.7395
C  -6.7065  -7.5883  -10.0990
H  -9.0185  -5.4124  -2.5682
H  -10.3544  -6.1234  -3.4282
H  -9.4469  -4.8288  -4.2409
H  -7.1977  -6.9805  -2.7352
H  -6.7569  -5.6402  -3.7868
H  -6.9887  -8.5927  -4.6210
H  -5.4898  -7.9032  -4.1083
H  -7.0570  -6.9454  -6.4286
H  -6.0774  -9.1194  -6.7457
H  -4.5379  -8.4231  -6.2269
H  -4.5229  -8.1734  -8.7160
H  -5.0155  -6.6455  -8.0385
H  -7.7623  -7.5144  -10.3495
H  -6.3022  -8.2848  -10.8566
H  -6.1372  -6.6638  -10.2545
C  -2.3098  -5.9319  -6.1246
O  -0.9180  -6.2230  -6.1189
C  -0.1995  -5.7879  -4.9903
C  1.2255  -6.2575  -5.2255
N  1.7841  -5.8010  -6.5096
C  2.4946  -4.5623  -6.4639
C  3.1646  -4.3322  -7.7905
O  3.7007  -3.0423  -7.9662
C  2.8733  -2.2192  -8.7674
H  -2.5790  -4.8686  -6.1971
H  -2.6698  -6.2191  -5.1283
H  -2.7196  -6.4728  -6.9657
H  -0.5787  -6.0724  -4.0007
H  -0.2454  -4.6821  -5.0228
H  1.1741  -7.3472  -5.3350
H  1.8494  -6.0450  -4.3583
H  0.9567  -5.7605  -7.1024
H  3.2683  -4.5501  -5.6863
H  1.9138  -3.6559  -6.2026
H  2.3914  -4.4608  -8.5727
H  3.8658  -5.1093  -8.1025
H  1.9288  -2.0889  -8.2338
H  2.6977  -2.6591  -9.7617
H  3.3484  -1.2673  -9.0055
C  -2.9323  -17.3795  -11.5295
O  -3.0462  -16.1650  -12.2548
C  -3.5508  -15.1477  -11.4566
C  -3.5635  -13.8516  -12.2397
N  -3.6247  -12.6277  -11.4447
C  -4.7753  -12.5115  -10.5809
C  -4.6806  -11.2314  -9.7748
O  -3.5132  -11.3358  -8.9160
C  -2.4563  -10.4139  -9.0819
H  -2.1231  -17.2485  -10.7920
H  -2.6469  -18.1891  -12.1898
H  -3.8345  -17.5785  -10.9461
H  -2.9770  -15.0228  -10.5149
H  -4.5564  -15.3192  -11.0293
H  -4.3856  -13.8248  -12.9656
H  -2.6950  -13.7911  -12.9011
H  -2.7877  -12.5826  -10.8719
H  -4.8280  -13.2664  -9.7798
H  -5.6958  -12.5373  -11.1675
H  -5.4391  -11.1232  -8.9967
H  -4.6399  -10.3127  -10.3703
H  -1.6370  -10.9476  -8.6083
H  -2.6850  -9.4377  -8.6353
H  -2.2809  -10.1933  -10.1399
C  3.1343  -15.0932  -6.4398
O  3.9237  -14.0148  -6.8673
C  5.0328  -13.7514  -6.0166
C  4.5841  -13.0701  -4.7279
N  3.8807  -11.7978  -4.9636
C  4.7189  -10.7242  -5.5308
C  3.8425  -9.5790  -5.9670
O  3.2776  -9.8971  -7.2062
C  2.4036  -8.8835  -7.6563
H  2.4565  -15.3426  -7.2598
H  2.4536  -14.8412  -5.6180
H  3.7643  -15.9572  -6.2139
H  5.6895  -13.0875  -6.5797
H  5.5955  -14.6777  -5.8420
H  5.4122  -12.8557  -4.0522
H  3.8176  -13.7049  -4.2818
H  3.1970  -11.9999  -5.6938
H  5.3405  -11.0623  -6.3705
H  5.4233  -10.4251  -4.7468
H  4.4471  -8.6615  -6.0554
H  3.0870  -9.3972  -5.1895
H  2.0323  -9.0772  -8.6615
H  2.9712  -7.9483  -7.7368
H  1.5697  -8.7624  -6.9587
C  -3.9767  -5.0589  -16.8489
O  -3.7424  -3.6821  -16.9594
C  -2.4828  -3.2562  -16.4625
C  -2.2497  -3.6031  -14.9950
N  -3.2311  -2.9653  -14.1728
C  -3.2369  -3.3801  -12.7958
C  -3.7807  -4.7890  -12.5211
O  -5.1884  -4.6677  -12.3169
C  -5.9389  -5.6855  -12.9131
H  -4.0483  -5.3984  -15.8056
H  -3.2364  -5.6343  -17.4145
H  -4.9746  -5.2662  -17.2398
H  -2.4892  -2.1717  -16.5619
H  -1.6705  -3.6972  -17.0568
H  -1.2550  -3.2211  -14.7385
H  -2.1723  -4.7037  -14.9304
H  -4.1579  -2.9743  -14.5796
H  -3.9007  -2.7531  -12.1907
H  -2.2362  -3.2443  -12.3746
H  -3.3042  -5.2276  -11.6393
H  -3.5835  -5.4165  -13.4009
H  -6.9875  -5.3852  -12.8410
H  -5.8803  -6.6646  -12.4304
H  -5.7210  -5.8000  -13.9820
C  -0.6794  -3.3264  -8.7423
O  -1.3064  -2.8859  -9.9607
C  -1.0443  -1.5403  -10.3505
C  -1.4207  -0.4872  -9.3303
N  -0.3572  -0.3025  -8.3449
C  -0.6720  0.6062  -7.2571
C  -1.8708  0.1417  -6.4604
O  -3.0447  0.7405  -6.9742
C  -4.1810  0.4287  -6.2320
H  0.3648  -3.4863  -9.0181
H  -1.1434  -4.3101  -8.6412
H  -0.8821  -2.7285  -7.8605
H  -1.6769  -1.4242  -11.2335
H  0.0061  -1.4635  -10.6698
H  -2.3891  -0.6965  -8.8817
H  -1.5487  0.4627  -9.8838
H  0.4907  -0.0176  -8.8158
H  -0.8808  1.6190  -7.6362
H  0.1605  0.6627  -6.5538
H  -1.7745  0.3995  -5.3986
H  -1.9302  -0.9558  -6.5314
H  -4.9746  1.1283  -6.4955
H  -4.0544  0.6048  -5.1509
H  -4.4791  -0.6140  -6.3835
O  6.8790  -4.7635  -11.5196
C  5.5922  -4.4013  -11.0410
C  4.7347  -5.6261  -10.7564
O  4.9511  -6.6424  -11.7300
H  6.8317  -5.6894  -11.7847
H  5.6943  -3.6863  -10.2246
H  5.0869  -3.8254  -11.8370
H  3.6943  -5.2892  -10.8051
H  4.9226  -6.0133  -9.7554
H  4.2354  -6.5636  -12.3658
O  -2.0950  -7.8896  -14.4816
C  -3.2103  -8.7553  -14.4907
C  -3.0018  -9.8543  -13.4763
O  -3.9107  -10.8897  -13.8205
H  -2.1428  -7.3381  -15.2681
H  -4.1244  -8.1783  -14.2989
H  -3.3954  -9.2373  -15.4607
H  -3.2348  -9.4385  -12.4862
H  -1.9979  -10.2843  -13.5004
H  -4.0567  -11.4887  -13.0656
O  -1.3376  -6.7974  -9.0221
C  -0.8299  -7.4774  -10.2002
C  -0.3531  -6.3821  -11.1119
O  0.8695  -5.8119  -10.6305
H  -1.8553  -7.4446  -8.5354
H  -0.0930  -8.2413  -9.9558
H  -1.7456  -7.8819  -10.6535
H  -1.1169  -5.5965  -11.1138
H  -0.2579  -6.7647  -12.1227
H  0.7145  -5.6231  -9.6978

Cartesian forces, eV/Å:
C -0.246 -0.382 -0.259
O 0.085 0.131 -0.207
C -0.506 -0.289 1.395
C -0.150 -0.685 -1.072
N 0.764 0.311 0.438
C -0.628 -0.172 0.020
C 0.950 -0.575 0.865
O -0.202 0.073 -0.592
C 0.500 0.388 -0.313
H 0.266 0.134 -0.142
H -0.014 0.041 -0.171
H 0.004 0.275 0.331
H 0.239 0.115 -0.058
H -0.045 0.034 -0.398
H -0.168 0.158 0.298
H 0.151 0.396 -0.033
H -0.147 -0.133 0.148
H 0.299 -0.173 -0.136
H 0.168 0.168 -0.191
H -0.208 -0.282 0.038
H -0.697 0.244 -0.613
H -0.027 0.409 0.175
H 0.232 -0.418 0.680
H -0.548 0.222 -0.136
C 0.685 0.200 1.183
O -0.502 -0.344 -0.164
C 0.393 1.533 -0.512
C -0.127 -0.815 -0.351
N -0.554 -0.349 0.981
C 0.685 1.204 0.492
C -1.046 -0.056 -1.728
O 0.754 0.261 -0.068
C -0.128 -0.267 -0.121
H 0.468 0.051 -0.353
H -0.622 -0.436 -0.394
H -0.425 -0.094 0.178
H -0.273 -0.505 -0.262
H 0.196 -0.062 0.310
H -0.040 -0.004 0.408
H 0.224 0.214 -0.190
H 0.325 0.188 -0.349
H -0.056 -0.523 0.016
H -0.277 -0.168 -0.280
H -0.100 -0.041 0.197
H 0.443 0.117 0.719
H -0.142 0.374 -0.334
H -0.169 -0.272 0.222
H 0.197 0.034 0.618
C 0.663 0.729 0.695
O -0.379 -0.656 -0.171
C -0.272 0.801 1.098
C -0.045 0.361 -0.814
N 0.237 -0.248 -0.240
C -0.251 0.341 0.993
C 0.711 0.555 1.248
O -0.179 -0.104 -0.558
C -0.682 -0.346 -0.410
H -0.063 -0.183 -0.052
H -0.266 -0.014 -0.206
H -0.185 -0.262 -0.302
H 0.460 0.041 -0.378
H -0.063 -0.512 -0.578
H -0.195 -0.192 0.273
H 0.238 -0.097 0.339
H -0.043 0.141 0.013
H -0.068 -0.356 -0.416
H -0.006 -0.024 -0.012
H -0.733 -0.126 -0.709
H 0.056 -0.135 -0.136
H 0.488 0.661 -0.050
H 0.125 -0.155 0.424
H 0.308 -0.292 -0.058
C -0.571 -0.034 -0.416
O 0.248 0.223 0.046
C 0.152 0.172 -0.163
C -0.629 0.550 -0.449
N 0.090 0.010 -0.832
C 0.186 -0.691 0.620
C 0.679 0.411 0.319
O -0.536 -0.437 -0.471
C 0.524 0.463 0.004
H 0.256 -0.082 -0.119
H 0.368 -0.050 0.301
H -0.146 -0.100 0.209
H -0.033 -0.054 -0.077
H -0.094 -0.013 0.197
H 0.034 -0.391 0.114
H 0.403 -0.167 0.515
H -0.127 0.032 0.204
H -0.158 0.155 -0.129
H -0.139 0.257 -0.017
H -0.070 -0.034 -0.032
H -0.127 -0.030 -0.138
H 0.029 -0.522 0.083
H -0.290 0.132 0.230
H -0.058 0.130 -0.091
C -0.533 -0.184 0.137
O -0.126 0.198 0.166
C 0.070 -0.117 0.273
C 0.351 -0.004 -0.849
N -0.378 0.233 0.186
C -0.203 -0.226 0.906
C 0.197 0.319 -0.307
O 0.326 -0.195 -0.129
C -0.918 0.050 -0.256
H 0.416 0.007 -0.017
H 0.049 -0.133 0.116
H 0.143 0.151 -0.332
H 0.086 -0.012 -0.170
H -0.055 0.098 -0.069
H -0.009 -0.036 0.063
H -0.159 0.055 0.342
H 0.044 -0.133 -0.084
H 0.148 0.311 -0.231
H 0.000 -0.242 -0.104
H -0.079 -0.093 0.008
H 0.004 -0.182 0.205
H 0.042 0.036 0.006
H 0.431 -0.012 0.046
H 0.186 -0.016 0.038
C -0.688 -1.165 -1.690
O -0.273 0.656 0.629
C -0.371 -0.804 -0.111
C 0.725 0.925 -0.592
N -0.077 -0.627 0.458
C -0.086 0.280 -0.131
C -0.244 -0.147 -0.002
O 0.337 0.249 -0.112
C -0.481 0.190 0.641
H 0.279 0.297 0.768
H 0.210 -0.081 0.467
H 0.281 0.285 -0.111
H 0.148 0.215 -0.024
H 0.011 0.237 0.135
H 0.114 -0.217 0.215
H -0.263 -0.128 -0.023
H -0.001 0.054 -0.011
H -0.032 0.062 0.247
H 0.227 -0.024 -0.279
H 0.060 0.061 -0.026
H -0.078 0.035 0.079
H -0.055 -0.268 -0.435
H 0.351 -0.216 -0.089
H -0.185 0.040 0.001
O 0.155 0.076 0.501
C 0.090 0.263 -1.316
C -0.437 0.702 0.356
O -0.015 0.081 0.192
H -0.098 0.021 -0.146
H -0.022 -0.403 0.404
H 0.057 -0.120 -0.008
H -0.047 -0.189 0.284
H 0.159 -0.328 -0.138
H 0.103 -0.132 -0.131
O 0.310 0.156 -0.130
C -0.393 -0.143 -0.548
C -0.711 -0.461 0.254
O -0.582 0.043 -0.075
H 0.075 0.053 0.056
H -0.034 -0.179 0.343
H 0.409 0.062 -0.014
H 0.276 -0.218 0.110
H 0.249 0.529 0.019
H 0.529 0.334 0.087
O 0.606 -0.359 -0.066
C -1.847 0.850 0.115
C 0.240 0.257 0.559
O -0.019 -0.283 -0.406
H 0.152 0.024 0.215
H 0.098 0.028 -0.062
H 0.485 -0.543 -0.337
H -0.082 -0.111 -0.106
H 0.493 0.070 -0.148
H 0.024 0.054 0.000

Computed properties:
energy above the lowest of the compared OMol25 structures with the same formula, charge and spin: 17.0 kcal/mol
structure (SMILES): COCCNCCOC.COCCNCCOC.COCCNCCOC.COCCNCCOC.COCCNCCOC.COCCNCCOC.OCCO.OCCO.OCCO
frontier orbital gap: 9.127 eV
electronic energy: -91090.0223 eV
HOMO energy: -8.675 eV

Löwdin population analysis, charges in e, atoms 1 to 6:
1 C -0.107
2 O -0.194
3 C -0.247
4 C -0.224
5 N -0.056
6 C -0.219